Entry 1:
ORCA calculation (ωB97M-V/def2-TZVPD) on 2 unconnected molecules or ions with the total composition C41H39N4S in a non-equilibrium geometry.

Strongest force on any atom ... 0.0382 Eh/bohr
HOMO level ... -9.93 eV
Charge ... +1
LUMO ... -4.150 eV
Kohn-Sham gap ... 0.21245 hartree

Geometry (Å):
C -4.46781 -3.55592 2.60736
C -4.47959 -3.01134 3.89604
C -3.62263 -1.95250 4.21945
C -2.77688 -1.41866 3.24216
C -1.91139 -0.19282 3.56486
C -2.50412 1.05818 2.90824
C -1.76812 2.23755 2.97973
C -2.26128 3.45312 2.52165
C -3.51420 3.49288 1.89501
C -4.24036 2.30707 1.74124
C -3.76276 1.10477 2.27791
C -0.42742 -0.41566 3.16405
C 0.14001 -1.76476 3.57300
C 1.44810 -2.00356 2.85848
N 2.27285 -0.80055 2.94786
C 3.63998 -0.82125 2.64128
C 4.23076 0.42898 2.81901
C 5.61141 0.56376 2.66771
C 6.37394 -0.56496 2.32370
C 5.76072 -1.81261 2.13050
C 4.37346 -1.94870 2.27737
S 3.02329 1.62194 3.23399
C 1.74410 0.41498 3.29785
N 0.49416 0.65036 3.60117
C -2.74683 -1.97518 1.95893
C -3.59698 -3.04218 1.63997
H -5.13753 -4.38111 2.35680
H -5.15218 -3.40161 4.66117
H -3.60282 -1.52458 5.22701
H -1.95640 -0.04160 4.65685
H -0.78163 2.17492 3.42939
H -1.67003 4.36086 2.64091
H -3.89855 4.44177 1.52000
H -5.19176 2.31578 1.20494
H -4.36957 0.19986 2.19865
H -0.43749 -0.41314 2.04624
H 0.27709 -1.80494 4.66212
H -0.54476 -2.56906 3.30298
H 1.99723 -2.85217 3.27454
H 1.24872 -2.22654 1.80024
H 6.05787 1.54391 2.82951
H 7.45578 -0.47297 2.20329
H 6.35767 -2.68375 1.86515
H 3.86426 -2.89776 2.11714
H -2.07429 -1.56018 1.20306
H -3.57252 -3.46464 0.63554
C 4.70899 7.49748 2.88620
N 4.77968 6.23048 3.58629
C 6.10726 5.68132 3.76689
C 3.66705 5.57153 4.01389
C 3.74469 4.55121 5.00732
C 2.60959 3.90653 5.46023
C 1.35462 4.12778 4.82174
C 0.16031 3.42416 5.12742
C -0.08428 2.56391 6.20041
C -1.39863 2.48004 6.84344
C -2.61065 3.10711 6.59636
C -3.68514 2.84770 7.46535
C -3.53783 2.00251 8.57730
C -2.29569 1.39769 8.85424
C -1.25373 1.64326 7.96868
N 0.08081 1.21652 8.01844
C 0.65406 0.42836 9.09455
C 0.76551 1.72365 6.95136
C 1.27589 5.17115 3.85058
C 2.38309 5.89934 3.48637
H 3.77711 8.01486 3.12939
H 5.56661 8.10508 3.20192
H 4.78375 7.37654 1.79534
H 6.32513 5.46930 4.82424
H 6.26350 4.75886 3.17749
H 6.80293 6.44405 3.40358
H 4.70791 4.28831 5.43937
H 2.66696 3.22737 6.31641
H -0.74100 3.86800 4.69071
H -2.69295 3.79425 5.75504
H -4.64945 3.31904 7.26910
H -4.39076 1.81426 9.22745
H -2.12528 0.76239 9.72352
H -0.15349 -0.06326 9.64344
H 1.34527 -0.31661 8.68687
H 1.21974 1.05497 9.80115
H 1.79618 1.45952 6.75718
H 0.29717 5.39170 3.41318
H 2.27299 6.70655 2.76206

Entry 2:
ORCA calculation (ωB97M-V/def2-TZVPD) on a gas-phase ion, C5H9BrFN2O2S (charge +1) in a non-equilibrium geometry.

Strongest force on any atom ... 0.0869 Eh/bohr
HOMO level ... -13.22 eV
Charge ... +1
SMILES string ... C[C@@]1(Br)C[S@](=O)(=CF)OC(=[NH2+])N1
LUMO ... -4.474 eV
Kohn-Sham gap ... 0.32148 hartree

Geometry (Å):
C 1.42384 -0.32154 -1.86970
C 1.31783 0.15789 -0.43062
Br 3.24886 0.35027 0.28344
C 0.53932 1.42062 -0.00555
S -1.23831 1.16069 -0.41979
O -1.75065 1.58545 -1.65083
C -2.04105 1.80318 0.92292
F -1.46604 1.08726 1.98933
O -1.27776 -0.76306 -0.32665
C -0.41836 -1.26902 0.54212
N -0.86330 -2.16657 1.41084
N 0.86545 -0.89229 0.39405
H 1.24154 0.49877 -2.58688
H 0.75580 -1.07546 -1.96175
H 2.40289 -0.68057 -2.07955
H 0.40575 1.53064 0.99566
H 0.74287 2.42506 -0.37166
H -3.09492 1.74497 0.91587
H -1.86562 -2.38705 1.29310
H -0.42467 -2.63227 2.13396
H 1.49655 -1.57697 0.82171

Entry 3:
ORCA calculation (ωB97M-V/def2-TZVPD) on a molecular structure, C48H55N4O6S2Sb2ScSe2 in a non-equilibrium geometry.

Strongest force on any atom ... 0.0286 Eh/bohr
HOMO level ... -2.25 eV
Charge ... -2
LUMO ... 3.995 eV
Kohn-Sham gap ... 0.22965 hartree

Geometry (Å):
Sc -1.45015 -0.79173 -0.74754
O -1.25244 -3.86649 -5.34739
C -0.71006 -4.05597 -4.04667
C -1.75940 -4.47188 -3.01065
C -2.46901 -5.74875 -3.50115
O -1.61921 -6.88196 -3.67388
C -1.07469 -4.76755 -1.68053
Se -0.04559 -3.26731 -0.89491
C -2.86933 -3.42310 -2.82856
Se -2.41025 -1.53547 -3.22416
H -1.75044 -3.03496 -5.29000
H -0.22450 -3.14617 -3.69457
H 0.06382 -4.82898 -4.12319
H -2.97218 -5.51576 -4.44583
H -3.22230 -6.04661 -2.76788
H -0.91481 -6.60933 -4.27065
H -0.36419 -5.58512 -1.79364
H -1.82302 -5.06166 -0.94249
H -3.21755 -3.43877 -1.79525
H -3.71649 -3.65355 -3.47719
C -4.79061 -0.80829 0.31341
N -3.68269 -0.14526 -0.37154
C -3.93453 1.01975 -0.86453
C -2.98588 1.74661 -1.61669
C -3.16618 2.95072 -2.30858
C -2.00871 3.13932 -3.05913
C -1.18577 2.04002 -2.78203
N -1.75118 1.20605 -1.89923
C -5.57290 0.05953 1.28156
C -4.93940 1.00813 2.08197
C -5.66299 1.75339 2.99811
C -7.03434 1.57096 3.12502
C -7.67604 0.64159 2.32343
C -6.94675 -0.10443 1.40552
H -4.37950 -1.65469 0.86547
H -5.48324 -1.21083 -0.43400
H -4.92456 1.46754 -0.75020
H -4.03870 3.58603 -2.25959
H -1.77644 3.95131 -3.73098
H -0.23270 1.81113 -3.23132
H -3.87231 1.14687 1.99384
H -5.14751 2.47354 3.62142
H -7.59789 2.15019 3.84675
H -8.74613 0.49327 2.40983
H -7.45474 -0.83109 0.78029
C 0.21670 0.67774 6.49822
Sb 0.28264 0.15868 4.38668
C 2.42127 0.53586 4.36167
C -0.23862 2.16626 3.78381
H 0.62786 1.67609 6.65042
H 0.80012 -0.03910 7.07762
H -0.82093 0.64454 6.82988
H 2.64034 1.45525 4.90690
H 2.78372 0.62359 3.34056
H 2.93709 -0.29934 4.84000
H 0.49977 2.87221 4.16214
H -1.22486 2.40218 4.18445
H -0.26760 2.21977 2.69477
C 4.09593 4.74810 -1.93862
C 3.87534 3.96860 -3.21030
C 4.25842 4.55266 -4.41813
C 4.08597 3.90170 -5.63016
C 3.53380 2.63037 -5.64314
C 3.15046 2.04619 -4.44561
C 3.30613 2.68620 -3.21354
Sb 2.25204 1.53874 -1.62453
C 3.62204 -0.12157 -1.91902
C 2.93429 -1.31320 -2.13479
C 3.59669 -2.50889 -2.36851
C 4.98050 -2.51392 -2.40212
C 5.67884 -1.32425 -2.24089
C 5.02149 -0.11873 -2.01181
C 5.83155 1.15183 -1.94910
C 2.84387 2.63848 0.15365
C 3.96854 2.35661 0.92084
C 4.24241 3.06350 2.08242
C 3.37167 4.05892 2.49917
C 2.22121 4.31060 1.76782
C 1.93231 3.60246 0.60248
C 0.62551 3.84920 -0.11273
H 4.70875 5.63017 -2.13213
H 4.58777 4.13646 -1.18409
H 3.14604 5.07738 -1.51284
H 4.70089 5.54402 -4.40539
H 4.37329 4.38956 -6.55433
H 3.39124 2.10560 -6.58034
H 2.71760 1.04852 -4.46543
H 1.84945 -1.31531 -2.10872
H 3.02400 -3.41770 -2.50289
H 5.51818 -3.43950 -2.57377
H 6.76318 -1.33085 -2.29624
H 6.89189 0.92987 -1.81750
H 5.50277 1.80186 -1.14039
H 5.70678 1.71165 -2.87813
H 4.60650 1.52529 0.65055
H 5.11428 2.81837 2.67743
H 3.57141 4.61488 3.40792
H 1.51671 5.05699 2.11970
H 0.05951 4.64507 0.37124
H 0.01768 2.93917 -0.10745
H 0.77802 4.12468 -1.15966
O 2.50264 -0.30167 1.07704
S 1.10750 -0.74802 1.01928
N 0.21739 0.08085 0.15811
O -4.47542 -2.15370 4.81456
S -3.16796 -1.62850 4.51428
O -2.69595 -0.58720 5.40168
N -3.03891 -1.17613 2.96786
C -2.11098 -1.85636 2.32423
O -1.82441 -1.71184 1.11013
C -1.42014 -2.89276 3.16368
C -0.36626 -3.71205 2.80424
C 0.13546 -4.57828 3.77005
C -0.41120 -4.62514 5.04881
C -1.46589 -3.78915 5.40451
C -1.95011 -2.93326 4.44029
H 0.04586 -3.67261 1.80155
H 0.97432 -5.21878 3.52676
H -0.01123 -5.31830 5.77913
H -1.88363 -3.80088 6.40311

Entry 4:
ORCA calculation (ωB97M-V/def2-TZVPD) on 2 unconnected molecules or ions with the total composition H3OS2 in a non-equilibrium geometry.

Strongest force on any atom ... 0.0867 Eh/bohr
HOMO level ... -2.57 eV
Charge ... -1
LUMO ... 3.738 eV
Kohn-Sham gap ... 0.23183 hartree

Geometry (Å):
O 2.08770 0.92337 2.42547
H 1.46336 1.61879 2.59067
S -0.76166 0.19468 -1.72397
S -0.36623 -0.70030 0.21854
H 1.38087 0.50990 1.71885
H -1.49967 -1.42562 0.37362

Entry 5:
ORCA calculation (ωB97M-V/def2-TZVPD) on 2 unconnected molecules or ions with the total composition C6H10N in a non-equilibrium geometry.

Strongest force on any atom ... 0.0678 Eh/bohr
HOMO level ... -14.36 eV
Charge ... +1
LUMO ... -3.830 eV
Kohn-Sham gap ... 0.38696 hartree

Geometry (Å):
C -0.78263 -0.96071 -1.79722
C -1.17072 -1.59864 -0.69929
C -0.95854 1.71105 -0.16013
C 0.14618 -0.98711 -0.71583
C 1.63289 -0.96604 -0.41543
C 0.09839 0.96086 1.77180
N -0.13635 0.92264 0.39132
H -0.90968 -0.54369 -2.72360
H -1.92477 -2.22863 -0.22893
H -1.56630 2.33935 0.45054
H -1.20114 1.70918 -1.19880
H 1.96272 -1.94848 -0.66074
H 2.06399 -0.78848 0.52959
H 2.18775 -0.48470 -1.14850
H 1.17535 1.37383 2.01016
H -0.01541 -0.07997 2.22504
H -0.60172 1.56954 2.37000

Entry 6:
ORCA calculation (ωB97M-V/def2-TZVPD) on 2 unconnected molecules or ions with the total composition C31H32N2O4 in a non-equilibrium geometry.

Strongest force on any atom ... 0.0474 Eh/bohr
HOMO level ... -4.61 eV
Charge ... 0
LUMO ... -1.866 eV
Kohn-Sham gap ... 0.10094 hartree

Geometry (Å):
C -3.28960 4.23391 1.65935
C -3.19936 2.75800 1.37443
O -2.28845 2.15929 2.30946
C -2.25156 0.80231 2.13242
C -1.32149 0.16405 3.02656
C -1.15116 -1.22082 3.07143
C -2.02547 -2.11844 2.36945
C -1.77847 -3.48068 2.35511
C -0.67822 -4.01857 3.03903
C 0.14323 -3.17143 3.80168
C -0.08670 -1.80414 3.84037
O -2.95653 0.27531 1.25920
H -3.91015 4.70859 0.89462
H -3.76248 4.41173 2.63005
H -2.31055 4.72119 1.66909
H -4.18584 2.29000 1.48892
H -2.82677 2.56373 0.35804
H -0.74532 0.81022 3.67793
H -2.87241 -1.69456 1.83472
H -2.44521 -4.14270 1.80314
H -0.46546 -5.08891 2.98552
H 0.97950 -3.59252 4.36392
H 0.54276 -1.13604 4.43792
C 1.60211 -6.61214 0.18864
O 0.97564 -5.31151 0.02891
C 1.75281 -4.19888 0.04699
C 1.09091 -2.97247 -0.23466
C 1.80654 -1.80394 -0.12972
C 3.16905 -1.84401 0.23824
C 3.84631 -3.02917 0.48150
C 3.13769 -4.22362 0.37113
N 3.66169 -0.54066 0.21406
C 5.04017 -0.16983 0.44614
C 2.66705 0.33350 -0.12131
C 1.47726 -0.40133 -0.37036
C 0.25298 0.06234 -0.85313
C -0.03119 1.43771 -0.96267
C 0.40479 2.47064 -0.11500
N 0.03953 3.67613 -0.65382
C 0.33401 4.95912 -0.05675
C -0.64287 3.48126 -1.84990
C -0.71341 2.08696 -2.08056
C -1.22677 1.60368 -3.26792
C -1.71992 2.54102 -4.21243
O -2.24132 2.17650 -5.40937
C -2.26369 0.76966 -5.75144
C -1.68591 3.94020 -3.93501
C -1.12778 4.41906 -2.75884
H 0.77657 -7.30876 0.03859
H 2.38614 -6.78126 -0.56509
H 2.02591 -6.73062 1.19740
H 0.03569 -2.95532 -0.49421
H 4.89970 -3.01919 0.73987
H 3.63192 -5.17666 0.54944
H 5.61389 -1.06454 0.69322
H 5.46309 0.29148 -0.45613
H 5.09033 0.54526 1.27527
H 2.84930 1.40263 -0.20272
H -0.45656 -0.65612 -1.25434
H 0.97734 2.39507 0.80666
H -0.07773 5.75461 -0.68246
H -0.11588 5.00657 0.94366
H 1.42067 5.08405 0.03065
H -1.23395 0.53213 -3.47454
H -2.70001 0.75906 -6.74915
H -1.24960 0.34536 -5.77404
H -2.89106 0.19702 -5.05324
H -2.09735 4.61973 -4.67338
H -1.06838 5.47977 -2.53055

> Look up the Kohn-Sham gap of the third one.

0.22965 hartree

> Which formula does entry 6 have?

C31H32N2O4

> Among the records above, which one has the highest LUMO?

C48H55N4O6S2Sb2ScSe2